# 1
The following is a quantum chemistry calculation of an isolated molecule of C23H30N2O7 in a non-equilibrium geometry, from the Open Molecules 2025 dataset.

Geometry (Å):
O  2.39  -2.11  1.95
O  3.05  -2.59  -0.18
O  -6.89  -0.97  0.41
O  4.71  2.93  -0.83
O  -0.07  1.36  -2.11
O  -3.05  1.51  1.64
O  3.56  3.82  0.85
N  -1.27  0.74  -2.03
N  3.50  -0.58  0.70
C  2.55  1.97  -0.25
C  2.17  1.41  1.13
C  -4.99  0.24  0.98
C  3.94  -0.11  -0.59
C  -5.67  -0.51  0.02
C  -3.13  0.54  -0.52
C  -0.95  1.93  -0.17
C  2.90  0.83  -1.21
C  1.03  -3.94  0.05
C  -3.83  -0.21  -1.46
C  3.25  0.47  1.65
C  2.89  -4.48  -1.55
C  -5.07  -0.74  -1.21
C  2.54  -3.94  -0.16
C  3.73  2.92  -0.13
C  -7.63  -1.75  -0.51
C  1.40  2.84  -0.83
C  -3.61  1.73  2.91
C  2.92  -1.80  0.90
C  -3.74  0.77  0.73
C  3.25  -4.76  0.92
C  -1.82  1.06  -0.88
C  0.13  2.07  -0.99
H  -7.86  -1.18  -1.42
H  -1.11  2.37  0.79
H  1.22  3.68  -0.17
H  3.97  -4.45  -1.70
H  2.00  0.26  -1.44
H  -3.35  -0.38  -2.41
H  0.65  -4.95  -0.03
H  2.01  2.23  1.83
H  3.30  1.24  -2.14
H  -8.56  -2.00  0.01
H  1.23  0.85  1.03
H  0.55  -3.32  -0.71
H  4.32  4.43  0.89
H  -2.88  2.31  3.46
H  -5.57  -1.32  -1.97
H  4.89  0.43  -0.45
H  -4.55  2.29  2.85
H  3.01  -4.37  1.90
H  -7.10  -2.67  -0.77
H  2.92  -5.80  0.87
H  2.41  -3.87  -2.31
H  0.79  -3.55  1.03
H  4.12  -0.96  -1.24
H  4.19  1.02  1.81
H  2.93  0.01  2.59
H  2.55  -5.51  -1.65
H  1.70  3.21  -1.82
H  -5.49  0.39  1.92
H  4.32  -4.72  0.78
H  -3.79  0.78  3.44

maximum force	1.12	eV/Å
multiplicity	1
charge	0
gap between HOMO and LUMO	8.71	eV
electronic energy	-1530.63604	Ha
energy above the lowest of the compared OMol25 structures with the same formula, charge and spin	0.0	kcal per mole



# 2
The following is a quantum chemistry calculation of a structure of composition C23H30N4O7ReSb in a non-equilibrium geometry, from the Open Molecules 2025 dataset.

Geometry (Å):
Re  0.22  0.18  0.20
Sb  -0.26  -0.03  -2.52
O  1.58  0.77  1.99
O  2.15  0.02  -0.34
O  -1.26  -2.18  -1.36
O  2.04  0.41  4.16
O  -1.83  -0.06  -0.04
O  2.30  -1.75  1.39
O  -3.87  -0.58  0.50
N  -0.78  -0.10  2.16
N  0.41  -1.91  0.17
N  -0.06  2.39  0.05
N  -0.47  -4.05  -0.36
C  -0.86  5.09  -0.04
C  0.72  1.52  -3.58
C  2.81  2.31  -0.91
C  -1.42  -4.88  -1.12
C  1.28  0.39  3.11
C  0.46  4.73  0.18
C  1.41  -2.50  0.94
C  -2.69  -0.96  3.33
C  -1.96  -1.00  4.51
C  -2.06  -0.50  2.19
C  1.37  -3.92  1.14
C  -0.10  -0.12  3.31
C  -2.27  0.35  -2.98
C  0.45  -1.68  -3.62
C  3.30  0.92  -0.63
C  0.44  -4.63  0.48
C  -2.64  -0.39  0.83
C  -1.78  4.08  -0.26
C  -1.34  2.77  -0.22
C  -0.64  -0.57  4.51
C  2.31  3.07  0.32
C  -0.48  -2.69  -0.55
C  0.85  3.40  0.21
H  -3.72  -1.28  3.32
H  -2.81  4.28  -0.47
H  3.93  0.86  0.26
H  1.18  -2.25  -3.04
H  -0.04  -0.56  5.41
H  2.12  -4.39  1.75
H  -2.49  1.40  -2.84
H  1.80  1.39  -3.54
H  -0.40  -2.31  -3.86
H  2.94  0.73  3.96
H  -1.06  -5.04  -2.13
H  3.82  0.47  -1.47
H  -1.52  -5.83  -0.60
H  -2.42  -1.36  5.43
H  -2.04  1.98  -0.41
H  2.46  2.48  1.22
H  2.87  3.99  0.46
H  1.22  5.49  0.31
H  -2.90  -0.28  -2.35
H  -2.42  0.08  -4.02
H  2.01  2.23  -1.64
H  0.37  -5.71  0.55
H  -2.39  -4.38  -1.16
H  0.40  1.41  -4.62
H  3.61  2.86  -1.40
H  0.92  -1.29  -4.52
H  -1.15  6.13  -0.07
H  -4.46  -0.79  1.24
H  0.44  2.52  -3.24
H  2.43  -0.74  0.30

maximum force	1.03	eV/Å
expectation value of S²	0.76
multiplicity	2
charge	+3
gap between HOMO and LUMO (alpha / beta)	7.05 / 6.28	eV
electronic energy	-1957.81150	Ha
energy above the lowest of the compared OMol25 structures with the same formula, charge and spin	20.4	kcal per mole



# 3
The following is a quantum chemistry calculation of an isolated molecule of C23H30N6O, from the Open Molecules 2025 dataset.

Geometry (Å):
O  0.51  -1.05  3.04
N  2.58  2.44  -0.48
N  -0.72  -0.34  1.27
N  -4.07  0.32  2.21
N  -0.95  0.36  -1.58
N  3.33  2.20  -1.54
N  -3.07  0.17  1.34
C  1.31  -3.49  -2.22
C  -0.05  -3.19  0.17
C  1.02  -2.34  -0.11
C  -2.65  1.72  -0.49
C  -1.90  -0.11  1.97
C  0.24  0.39  -2.42
C  3.84  4.40  0.19
C  1.70  -2.51  -1.31
C  2.60  1.47  -2.36
C  -2.96  -0.88  -0.88
C  1.33  1.22  -1.81
C  -2.18  -0.15  3.32
C  -3.32  0.39  -0.07
C  -0.43  -4.16  -0.73
C  1.46  -1.28  0.85
C  4.01  2.23  1.47
C  0.24  -4.31  -1.93
C  1.36  1.86  -0.59
C  -1.85  -0.72  -1.93
C  3.10  3.16  0.67
C  -3.55  0.13  3.40
C  -1.70  1.60  -1.67
C  0.39  -0.89  1.85
H  -2.08  2.09  0.37
H  4.25  4.94  1.03
H  -4.41  0.53  -0.11
H  2.54  -1.87  -1.54
H  -1.28  -1.65  -1.99
H  -0.73  -0.17  0.26
H  2.32  -1.65  1.42
H  0.60  -0.63  -2.53
H  -1.49  -0.36  4.11
H  -2.65  -1.64  -0.16
H  4.42  2.77  2.33
H  0.01  0.77  -3.43
H  -0.07  -5.07  -2.64
H  4.65  4.10  -0.47
H  1.78  -0.39  0.29
H  3.18  5.06  -0.36
H  2.99  1.15  -3.30
H  0.63  1.95  0.19
H  1.85  -3.60  -3.14
H  4.83  1.89  0.84
H  -3.85  -1.25  -1.37
H  -3.41  2.47  -0.71
H  3.46  1.37  1.84
H  -0.57  -3.10  1.12
H  -1.27  -4.81  -0.49
H  -2.30  -0.54  -2.92
H  2.24  3.45  1.28
H  -4.16  0.19  4.28
H  -2.27  1.64  -2.62
H  -1.01  2.45  -1.67

maximum force	0.83	eV/Å
multiplicity	1
charge	0
gap between HOMO and LUMO	8.87	eV
electronic energy	-1298.21794	Ha
energy above the lowest of the compared OMol25 structures with the same formula, charge and spin	27.2	kcal per mole



# 4
The following is a quantum chemistry calculation of an isolated molecule of C23H30N6O2 in a non-equilibrium geometry, from the Open Molecules 2025 dataset.

Geometry (Å):
O  -2.87  -2.43  3.87
O  1.21  -0.21  2.48
N  -0.71  -2.52  0.63
N  -2.55  -0.67  2.51
N  2.34  -0.16  -1.61
N  -1.90  1.80  1.22
N  2.27  0.06  -0.30
N  -0.17  -1.81  1.62
C  -0.66  1.98  -0.75
C  -1.00  -3.24  -1.62
C  1.39  -1.60  -3.44
C  -0.44  -3.63  3.23
C  -0.66  -2.15  2.94
C  2.95  1.12  -3.60
C  0.19  2.61  0.36
C  -3.86  -0.13  2.79
C  -2.07  2.06  -0.20
C  -2.14  -1.78  3.15
C  -4.16  1.08  1.91
C  4.53  0.80  -1.81
C  -3.06  2.15  2.02
C  0.75  -1.50  -0.91
C  5.47  1.53  -2.51
C  0.83  -0.85  1.51
C  3.90  1.84  -4.30
C  1.31  -0.73  0.15
C  5.16  2.05  -3.76
C  -0.31  -2.40  -0.59
C  1.46  -1.10  -2.04
C  -0.68  2.50  1.62
C  3.27  0.58  -2.36
H  1.96  0.99  -4.01
H  -3.91  0.16  3.85
H  -3.47  3.13  1.72
H  0.62  -3.86  3.29
H  4.74  0.40  -0.83
H  -2.50  3.07  -0.38
H  5.89  2.61  -4.31
H  0.41  3.65  0.13
H  1.17  -2.66  -3.44
H  -0.39  0.93  -0.89
H  -2.74  2.22  3.06
H  2.34  -1.44  -3.95
H  -0.91  3.51  2.01
H  -4.26  0.77  0.88
H  -0.89  -4.22  2.44
H  -0.31  -3.99  -2.02
H  -0.92  -3.88  4.17
H  0.60  -1.09  -4.00
H  -1.93  -0.06  1.99
H  -0.18  1.94  2.41
H  -1.83  -3.76  -1.15
H  1.14  2.08  0.48
H  6.44  1.70  -2.08
H  3.65  2.26  -5.26
H  -0.09  -1.54  3.65
H  -0.55  2.50  -1.71
H  -1.36  -2.63  -2.44
H  -5.11  1.51  2.23
H  -4.61  -0.91  2.64
H  -2.74  1.32  -0.65

maximum force	1.30	eV/Å
multiplicity	1
charge	0
gap between HOMO and LUMO	8.63	eV
electronic energy	-1373.47738	Ha
energy above the lowest of the compared OMol25 structures with the same formula, charge and spin	23.8	kcal per mole



# 5
The following is a quantum chemistry calculation of a structure of composition C23H30N6O4RhS in a non-equilibrium geometry, from the Open Molecules 2025 dataset.

Geometry (Å):
Rh  0.82  -0.53  -0.54
S  1.96  -0.51  2.82
O  2.66  -1.12  -1.58
O  -1.21  -0.10  -0.66
O  1.17  0.20  3.77
O  3.37  -0.64  3.01
N  2.15  2.34  1.89
N  4.79  -0.48  -1.22
N  3.56  0.48  -2.91
N  1.71  0.10  1.27
N  1.34  1.72  -0.25
N  -0.09  -6.03  2.33
C  -0.14  -3.87  3.40
C  1.26  -2.11  2.57
C  1.58  4.01  0.28
C  1.75  1.42  1.02
C  -0.01  0.23  -3.54
C  -1.97  1.35  -2.37
C  -2.64  1.64  0.03
C  -1.52  0.46  -3.52
C  2.07  3.61  1.53
C  -2.50  2.58  -2.63
C  -1.91  0.90  -0.99
C  -1.53  1.24  2.24
C  -2.83  1.13  1.44
C  0.34  -4.73  2.40
C  -3.40  -0.30  1.53
C  1.23  3.00  -0.59
C  3.63  -0.39  -1.89
C  -3.13  2.88  -0.30
C  0.33  -2.58  3.48
C  1.26  -4.23  1.46
C  -2.29  -0.87  -3.51
C  1.72  -2.94  1.55
C  -3.05  3.37  -1.61
H  -3.57  1.79  1.90
H  0.87  3.20  -1.59
H  2.72  0.50  -3.47
H  0.52  1.18  -3.49
H  2.40  4.34  2.26
H  -1.07  2.23  2.13
H  1.61  -4.89  0.67
H  0.33  -6.67  1.69
H  4.35  1.03  -3.21
H  -2.52  2.95  -3.65
H  5.57  0.12  -1.42
H  -3.46  4.34  -1.85
H  -3.62  3.48  0.45
H  -2.68  -1.03  1.17
H  -0.87  -4.23  4.11
H  0.28  -0.31  -4.44
H  -3.37  -0.69  -3.52
H  2.46  -2.58  0.84
H  -0.68  -6.40  3.05
H  -0.02  -1.90  4.25
H  0.28  -0.38  -2.68
H  -2.04  -1.46  -4.39
H  -1.71  1.07  3.30
H  -1.78  0.99  -4.43
H  -3.62  -0.54  2.57
H  -0.82  0.49  1.90
H  1.50  5.05  0.00
H  4.83  -1.04  -0.39
H  -2.05  -1.46  -2.63
H  -4.32  -0.40  0.95

maximum force	1.20	eV/Å
expectation value of S²	6.04
multiplicity	5
charge	+1
gap between HOMO and LUMO (alpha / beta)	8.18 / 4.81	eV
electronic energy	-2032.43616	Ha
energy above the lowest of the compared OMol25 structures with the same formula, charge and spin	13.3	kcal per mole



# 6
The following is a quantum chemistry calculation of a cluster of 2 separate species, C23H30NO2 in total in a non-equilibrium geometry, from the Open Molecules 2025 dataset.

Geometry (Å):
O  -1.18  -3.02  1.36
O  0.99  -3.47  1.81
N  1.55  -0.69  1.44
C  0.89  2.98  -1.98
C  0.01  -0.63  -2.54
C  0.01  0.69  -2.00
C  0.76  1.74  -2.60
C  -1.39  -4.44  1.31
C  -0.73  1.00  -0.82
C  0.24  -1.16  1.78
C  -0.88  -2.67  -3.17
C  3.50  0.08  -1.66
C  2.05  -0.77  0.18
C  -0.84  -1.70  -2.17
C  0.28  3.20  -0.74
C  3.86  -1.37  -1.97
C  -0.54  2.22  -0.18
C  2.68  -2.32  -1.70
C  3.09  0.26  -0.20
C  1.71  -1.77  -0.72
C  1.31  -0.08  3.71
C  -0.06  -2.27  -4.35
C  2.13  0.18  2.44
C  0.09  -2.66  1.65
C  0.02  -0.76  3.26
C  0.58  -0.91  -3.91
H  3.20  -0.03  2.59
H  4.70  -1.69  -1.33
H  2.65  0.36  -2.29
H  0.71  -3.01  -4.63
H  3.97  0.19  0.46
H  0.44  4.15  -0.22
H  -0.80  -4.88  0.50
H  0.35  -0.12  -4.64
H  -0.68  -2.10  -5.25
H  -1.47  -3.58  -3.14
H  -0.83  -0.06  3.29
H  2.67  1.28  -0.07
H  -0.23  -1.63  3.88
H  -1.06  2.41  0.76
H  -1.36  -1.75  -1.22
H  1.12  0.85  4.25
H  4.33  0.75  -1.92
H  4.20  -1.48  -3.01
H  0.88  -2.44  -0.47
H  2.04  1.24  2.15
H  -1.43  0.26  -0.43
H  1.27  1.56  -3.56
H  2.14  -2.58  -2.62
H  1.88  -0.75  4.38
H  -1.11  -4.90  2.26
H  3.08  -3.28  -1.33
H  -2.45  -4.56  1.12
H  -0.53  -0.70  1.13
H  1.68  -0.99  -3.88
H  1.47  3.76  -2.47

maximum force	1.77	eV/Å
multiplicity	1
charge	+1
gap between HOMO and LUMO	5.32	eV
electronic energy	-1099.37100	Ha
energy above the lowest of the compared OMol25 structures with the same formula, charge and spin	56.9	kcal per mole



# 7
The following is a quantum chemistry calculation of a structure of composition C23H31AuN7OP in a non-equilibrium geometry, from the Open Molecules 2025 dataset.

Geometry (Å):
Au  0.14  0.45  0.13
P  -3.05  -0.41  -1.32
O  -2.31  -0.07  -0.08
N  -4.20  0.75  -1.68
N  0.38  1.92  2.80
N  -3.78  -1.89  -1.16
N  2.04  -0.64  0.34
N  -2.18  -0.51  -2.77
N  0.93  0.93  2.21
N  -0.77  2.40  0.81
C  -4.93  0.75  -2.93
C  -1.75  3.03  2.92
C  2.33  -1.75  -0.46
C  4.73  -0.49  2.82
C  2.42  -1.60  -1.85
C  4.00  -0.95  1.76
C  2.46  -3.03  0.07
C  2.70  -4.13  -0.75
C  2.64  -2.69  -2.67
C  -1.75  3.07  0.19
C  4.25  0.51  3.69
C  -0.73  2.41  2.18
C  3.01  1.04  3.48
C  -3.56  -2.72  0.02
C  -2.76  3.68  2.26
C  2.79  -3.96  -2.12
C  -4.97  1.23  -0.54
C  2.71  -0.41  1.48
C  2.20  0.56  2.43
C  -1.21  -1.61  -2.73
C  -2.75  3.74  0.86
C  -1.56  0.75  -3.18
C  -4.42  -2.56  -2.28
H  2.97  -4.82  -2.76
H  2.81  -5.11  -0.31
H  -5.20  1.78  -3.19
H  -0.75  -1.71  -3.72
H  -2.92  -3.58  -0.21
H  4.87  0.86  4.50
H  -5.87  0.63  -0.37
H  2.61  1.80  4.13
H  -4.38  -1.94  -3.17
H  -5.47  -2.78  -2.05
H  -3.92  -3.51  -2.50
H  -1.69  -2.55  -2.47
H  -5.86  0.17  -2.87
H  5.73  -0.89  2.97
H  2.71  -2.56  -3.74
H  -5.28  2.26  -0.72
H  -3.56  4.16  2.81
H  -0.73  1.03  -2.51
H  -1.70  3.08  -0.89
H  -4.35  1.21  0.35
H  -3.09  -2.12  0.79
H  -2.30  1.55  -3.17
H  2.33  -0.60  -2.27
H  -1.17  0.64  -4.19
H  -1.72  2.97  4.00
H  -4.31  0.34  -3.72
H  -4.52  -3.09  0.39
H  -3.49  4.29  0.31
H  2.35  -3.16  1.14
H  -0.41  -1.42  -2.00
H  4.42  -1.68  1.09

maximum force	1.26	eV/Å
multiplicity	1
charge	0
gap between HOMO and LUMO (alpha / beta)	6.28 / 6.28	eV
electronic energy	-1830.60403	Ha